(1)
48
Properties=species:S:1:pos:R:3:forces:R:3 method="wB97M-V/def2-TZVPD" de_lowest_kcal_mol=16.73 total_charge=-1 multiplicity=1
Ga 0.278949 0.751888 -1.432063 -0.26 -0.19 -0.37
C 3.192780 -2.222273 -3.142534 0.99 0.45 -2.00
C 2.045330 -1.418455 -2.676551 -1.83 -1.12 0.65
S 2.457443 0.164449 -2.013114 -0.36 0.05 -0.23
C 0.795880 -1.961088 -2.696546 0.44 0.46 -0.76
C 0.424781 -3.329784 -3.218328 -0.96 -0.36 0.99
S -0.695903 -1.103427 -2.375339 -0.26 0.49 0.55
H 2.877484 -3.172290 -3.648411 0.48 1.00 0.45
H 3.905087 -2.458470 -2.359396 0.17 0.00 0.20
H 3.718781 -1.529598 -3.900242 -0.34 -1.32 0.90
H 1.143657 -3.736382 -3.874854 1.07 -0.70 -0.43
H -0.476422 -3.274149 -3.860204 0.17 0.07 0.66
H 0.225827 -4.035469 -2.345048 0.18 0.72 -1.18
C -0.052381 2.770142 1.420605 -1.83 0.50 -0.67
Si -0.338521 0.982570 0.878565 1.48 0.85 -0.56
C -2.127567 0.619223 1.305305 -2.24 -0.33 0.40
C -2.432107 -0.879532 1.484942 2.41 -0.78 -1.68
C -2.589578 1.409716 2.603820 0.33 -1.24 -0.95
C -3.130412 1.108173 0.176999 2.13 -1.34 -0.95
C 1.019081 -0.080426 1.722738 0.55 0.81 1.45
C 0.783489 -0.064025 3.246540 0.36 -0.23 -0.30
C 2.439072 0.547005 1.521784 -0.96 0.58 -1.06
C 0.913940 -1.497202 1.202254 -0.34 -0.58 -0.67
H -0.421020 2.926269 2.425144 0.19 -0.03 0.55
H -0.774243 3.413327 0.807522 1.27 -0.56 0.46
H 0.970534 3.097109 1.356385 0.28 0.30 -0.30
H -1.889852 -1.432073 2.275742 -0.01 0.56 -0.23
H -2.161280 -1.397503 0.481272 -0.65 0.59 1.61
H -3.446335 -0.999411 1.701893 -1.88 -0.28 0.13
H -1.962756 1.071153 3.435591 -0.07 0.65 0.08
H -3.631210 1.226327 2.862253 -0.21 -0.64 -0.09
H -2.608576 2.463927 2.396112 0.67 0.61 0.26
H -3.087170 0.605832 -0.845634 0.55 0.37 1.32
H -2.893200 2.130377 0.031158 -0.32 1.26 -0.39
H -4.124901 0.945439 0.486572 -1.31 0.12 0.69
H 0.741617 0.908030 3.702609 -0.10 0.85 -0.14
H 1.577605 -0.560245 3.809570 0.08 -0.45 -0.15
H -0.149986 -0.534303 3.444374 -0.82 -0.63 0.52
H 2.484117 1.518110 1.997672 -0.38 0.55 0.05
H 2.614482 0.714944 0.436186 0.37 -0.34 0.86
H 3.277536 0.068517 2.022554 -0.06 -0.95 -0.26
H -0.134086 -1.899313 1.280218 1.09 0.37 -0.18
H 1.551066 -2.157546 1.802751 0.13 -0.10 -0.22
H 1.225005 -1.519646 0.126616 -0.21 -0.28 0.83
Cl 0.951179 4.182439 -2.759612 -0.09 -0.14 -0.23
Si -0.237672 2.460531 -3.088778 -0.05 0.22 -0.03
Cl -0.057186 1.931293 -5.114695 0.21 0.11 0.28
Cl -2.192360 3.245825 -3.094399 -0.03 0.02 0.13

---

(2)
17
Properties=species:S:1:pos:R:3:forces:R:3 method="wB97M-V/def2-TZVPD" de_lowest_kcal_mol=142.71 total_charge=0 multiplicity=1
C -1.095318 -0.667059 -0.530173 1.94 0.05 1.49
C 0.253732 -1.137170 -1.052207 -1.35 -1.29 3.03
C -0.724315 -0.514818 0.953342 -0.23 -1.81 -1.26
C 1.268751 -0.414337 -0.185053 2.83 -3.14 -2.66
N -0.374431 2.277117 1.229888 -1.12 1.14 0.81
N 0.649097 -0.088114 0.997026 0.20 2.90 0.63
N 0.421175 1.793756 0.463247 1.33 -3.03 0.11
O 1.150759 2.096843 -0.458863 -0.87 1.22 0.64
H -1.527085 0.199379 -0.904040 -0.17 2.04 -1.04
H -1.833364 -1.369940 -0.629711 -1.79 -2.04 -0.32
H 0.294850 -2.229339 -0.864188 0.06 0.36 0.39
H 0.333964 -1.131482 -2.042027 0.71 0.84 -4.29
H -1.356789 0.114617 1.502513 -0.69 0.90 0.96
H -0.842011 -1.560636 1.328760 0.62 0.73 0.43
H 2.219366 -1.101673 -0.190147 -1.45 1.13 1.07
H 1.711557 0.452882 -0.711297 -0.37 -0.02 0.37
H -0.549939 3.279976 1.092929 0.35 0.01 -0.37